An isolated molecule of C5H12O2, computed with ωB97M-V/def2-TZVPD.

The geometry in XYZ format:
```
19
Properties=species:S:1:pos:R:3:forces:R:3
O 0.988303 -1.151011 -1.394497 0.05 -0.12 -0.19
O 1.185475 1.032298 0.006143 0.18 -0.10 -0.04
C -0.264599 -0.521835 -1.115414 -0.23 0.10 0.04
C -0.107720 -0.478842 1.425367 0.02 -0.08 0.00
C -0.039506 0.342378 0.139063 -0.28 -0.04 0.07
C -0.726265 0.323188 -2.290828 -0.01 0.03 -0.06
C 0.183455 0.362678 2.661782 0.02 0.07 0.08
H -1.777328 0.605468 -2.178543 0.14 0.01 0.05
H -0.644387 -0.231517 -3.232786 -0.01 0.04 0.08
H -0.535721 1.185780 2.752297 0.08 -0.11 -0.01
H -0.118016 1.231298 -2.355275 -0.08 -0.12 -0.05
H 0.604379 -1.311051 1.352657 -0.05 0.08 0.00
H -1.109711 -0.925430 1.496033 0.14 0.06 -0.03
H 1.181178 0.804527 2.593989 -0.13 -0.06 0.03
H 0.128285 -0.233893 3.578250 0.01 0.07 -0.14
H 1.079552 -1.221638 -2.351722 0.05 -0.05 0.18
H -0.816704 1.118302 0.176137 0.03 -0.13 -0.01
H -1.002010 -1.305512 -0.888932 0.06 0.14 -0.04
H 1.791341 0.374813 -0.373721 0.00 0.21 0.05
```
Forces are in eV/Å.

Computed properties:
Gap between HOMO and LUMO   10.85 eV
Strongest force on any atom   0.0056 hartree/bohr
Net charge   0
SMILES   CC[C@@H](O)[C@@H](C)O
DFT total energy   -348.18380 hartree
Relative energy (zero: lowest compared OMol25 entry of this formula, charge and spin)   0.5720 eV
E_LUMO   0.8 eV
HOMO   -0.36781 Ha